# 1
Formula: C7H14
Source: the Open Molecules 2025 dataset
Level of theory: wB97M-V/def2-TZVPD

Summary:
**Relative energy (zero: lowest compared OMol25 entry of this formula, charge and spin)**: 506.4 kJ/mol
**SMILES**: CC(C)(C)C.C#C
**Kohn-Sham gap**: 10.7696 eV
**Highest occupied orbital energy**: -9.884 eV

```
21
Properties=species:S:1:pos:R:3:forces:R:3:lowdin_charge:R:1
C -1.554 1.327 0.032 -0.43 3.13 1.24 -0.077
C -0.810 0.032 -0.017 0.84 -1.82 -1.70 -0.802
C 0.371 0.128 -0.978 0.01 3.75 -0.49 -0.109
C -1.482 -1.193 -0.461 -1.34 -2.45 -3.71 -0.118
C -0.414 -0.396 1.313 0.76 1.53 5.37 -0.119
H -1.031 2.224 0.725 -0.95 -2.69 -1.60 0.146
H -1.583 1.823 -0.964 -0.41 -0.51 0.53 0.080
H -2.587 1.221 0.490 1.09 0.07 -0.76 0.094
H 0.983 -0.704 -1.106 0.92 -1.49 0.53 0.031
H 0.066 0.318 -2.018 -0.53 0.17 0.26 0.087
H 0.996 1.039 -0.714 -0.48 -1.24 -0.23 0.090
H -0.892 -2.141 -0.216 -0.47 1.48 -0.37 0.093
H -1.409 -1.128 -1.641 -1.50 -0.73 2.01 0.117
H -2.458 -1.384 0.031 0.12 0.29 -0.82 0.095
H -1.240 0.177 2.014 2.10 -2.17 -0.91 0.130
H -0.143 -1.561 1.672 -0.94 3.42 -1.34 0.154
H 0.454 0.277 1.356 0.50 -0.63 1.70 0.062
C 3.362 0.544 0.108 0.53 -0.30 -0.24 0.001
C 3.054 -0.619 0.026 0.38 1.35 0.86 -0.020
H 3.708 1.569 0.117 -0.25 -0.64 -0.04 0.037
H 2.608 -1.553 0.230 0.07 -0.53 -0.27 0.028
```
Positions in Å, forces in eV/Å.

---

# 2
Formula: C30H27ClO11
Source: the Open Molecules 2025 dataset
Level of theory: wB97M-V/def2-TZVPD

Summary:
**SMILES**: O=C1C=CC(=O)C=C1.O=C1C=CC(=O)C=C1.O=C1C=CC(=O)C=C1.O=C1C=CC(=O)C=C1.COCCOCCC(=O)Cl
**Kohn-Sham gap**: 7.6330 eV
**Highest occupied orbital energy**: -9.448 eV

```
69
Properties=species:S:1:pos:R:3:forces:R:3:lowdin_charge:R:1
O 2.725 -0.490 -3.403 0.03 -0.01 -0.01 0.102
C 2.581 0.082 -2.343 -0.01 0.00 0.00 -0.388
C 2.102 -0.638 -1.137 0.00 -0.02 0.02 0.026
C 1.947 -0.009 0.024 0.01 -0.05 0.03 0.027
C 2.248 1.437 0.165 -0.03 0.02 -0.02 -0.372
O 2.107 2.008 1.225 0.15 -0.04 -0.02 0.095
C 2.723 2.160 -1.042 0.02 0.00 -0.04 0.026
C 2.879 1.531 -2.204 0.00 0.03 0.03 0.020
H 1.888 -1.692 -1.256 -0.01 0.00 -0.01 0.122
H 1.599 -0.518 0.914 -0.03 0.02 -0.01 0.105
H 2.932 3.214 -0.918 -0.01 0.00 0.03 0.123
H 3.226 2.035 -3.097 -0.01 -0.02 -0.02 0.121
O -6.003 2.138 -5.664 -0.01 0.00 -0.02 0.111
C -5.182 2.439 -4.827 0.00 -0.01 0.01 -0.384
C -4.074 3.379 -5.138 0.03 0.02 0.02 0.023
C -3.170 3.709 -4.219 -0.01 0.01 -0.04 0.022
C -3.233 3.154 -2.845 -0.03 -0.05 0.03 -0.373
O -2.412 3.457 -2.004 0.01 0.03 -0.09 0.103
C -4.340 2.214 -2.533 0.00 0.01 0.00 0.019
C -5.244 1.883 -3.451 0.00 -0.01 0.03 0.033
H -4.049 3.771 -6.146 -0.03 -0.02 -0.01 0.122
H -2.355 4.391 -4.423 0.01 0.00 0.03 0.122
H -4.365 1.815 -1.526 0.02 -0.01 -0.01 0.081
H -6.059 1.200 -3.244 -0.01 0.01 -0.01 0.126
O 1.023 -2.955 1.677 -0.03 0.08 -0.01 0.084
C 1.841 -3.013 2.575 0.02 -0.03 -0.07 -0.388
C 3.240 -3.417 2.301 -0.17 0.08 0.25 0.018
C 4.138 -3.479 3.281 -0.02 0.01 -0.01 0.028
C 3.773 -3.145 4.681 0.01 0.00 0.00 -0.380
O 4.589 -3.200 5.575 0.00 -0.01 0.01 0.111
C 2.369 -2.739 4.951 -0.03 0.01 -0.02 0.023
C 1.472 -2.676 3.972 -0.01 -0.01 0.03 0.019
H 3.473 -3.650 1.275 0.06 -0.02 -0.06 0.099
H 5.164 -3.771 3.107 0.03 -0.01 -0.02 0.110
H 2.127 -2.500 5.979 0.03 0.00 0.01 0.122
H 0.443 -2.382 4.140 0.00 -0.01 -0.03 0.121
O 6.151 -6.694 -3.958 0.01 -0.01 -0.02 0.116
C 6.033 -6.143 -2.887 0.00 0.00 0.00 -0.383
C 5.612 -6.893 -1.676 -0.01 0.01 0.04 0.026
C 5.480 -6.286 -0.500 0.00 -0.04 -0.02 0.024
C 5.751 -4.836 -0.350 0.03 0.02 0.03 -0.369
O 5.630 -4.283 0.725 0.09 -0.06 -0.13 0.079
C 6.171 -4.084 -1.557 0.01 0.00 -0.04 0.025
C 6.303 -4.690 -2.734 0.00 0.03 0.03 0.027
H 5.420 -7.950 -1.810 0.00 0.00 -0.03 0.124
H 5.174 -6.812 0.396 0.00 0.03 0.02 0.124
H 6.361 -3.027 -1.421 -0.01 0.00 0.03 0.123
H 6.607 -4.162 -3.628 -0.01 -0.02 -0.02 0.124
C -0.695 2.657 2.310 -0.57 -0.15 -0.25 -0.102
O -1.544 3.626 1.715 0.14 0.02 -0.10 -0.173
C -2.713 3.025 1.186 -0.03 0.19 0.50 -0.237
C -3.762 4.100 0.952 0.45 -0.21 -0.23 -0.164
O -4.596 4.316 2.078 -0.10 -0.02 -0.07 -0.114
C -5.884 3.778 1.979 -0.41 0.18 0.06 -0.207
C -6.034 2.291 2.375 0.33 -0.33 0.11 -0.132
C -6.107 1.386 1.173 -0.73 0.26 -0.19 -0.799
O -7.023 1.398 0.413 0.38 -0.06 0.02 0.052
Cl -4.760 0.263 0.896 0.15 -0.08 0.09 0.687
H 0.319 3.033 2.349 -0.04 0.12 0.11 0.070
H -0.710 1.740 1.708 0.21 0.01 0.01 0.082
H -1.076 2.396 3.305 0.15 0.04 0.07 0.092
H -2.492 2.510 0.246 0.10 -0.07 0.08 0.099
H -3.086 2.311 1.930 -0.13 -0.11 -0.18 0.090
H -3.218 5.021 0.732 -0.13 0.07 0.08 0.136
H -4.352 3.854 0.062 -0.14 -0.01 0.09 0.110
H -6.302 3.913 0.974 0.07 0.02 -0.01 0.125
H -6.521 4.356 2.652 0.18 0.02 0.06 0.127
H -5.261 1.984 3.078 0.04 0.10 -0.10 0.113
H -7.000 2.160 2.866 -0.02 0.04 -0.03 0.127
```
Positions in Å, forces in eV/Å.

---

# 3
Formula: C5H5NOS
Source: the Open Molecules 2025 dataset
Level of theory: wB97M-V/def2-TZVPD

Summary:
**Relative energy (zero: lowest compared OMol25 entry of this formula, charge and spin)**: 223.5 kJ/mol
**SMILES**: C/C=C/OC(=S)C#N
**Kohn-Sham gap**: 8.6693 eV
**Highest occupied orbital energy**: -9.612 eV

```
13
Properties=species:S:1:pos:R:3:forces:R:3:lowdin_charge:R:1
C 3.799 0.002 0.090 -0.12 -0.06 0.43 -0.094
C 2.426 -0.605 -0.052 -0.26 -0.03 0.32 -0.108
C 1.283 0.082 -0.053 0.42 -2.37 -0.06 -0.074
O 0.090 -0.722 -0.168 0.69 0.41 0.23 -0.055
C -1.106 -0.169 -0.027 0.18 0.30 0.07 -0.878
S -2.531 -0.908 0.069 0.12 -0.45 -0.06 0.822
C -1.094 1.267 0.018 -0.43 1.67 -0.18 -0.269
N -1.157 2.421 -0.023 0.16 -0.89 0.15 0.197
H 3.743 1.015 0.488 -0.02 0.04 -0.01 0.073
H 4.373 -0.608 0.809 -0.11 0.30 -0.37 0.081
H 4.362 0.062 -0.848 -0.20 -0.24 0.08 0.078
H 2.379 -1.706 -0.012 -0.14 0.60 -0.44 0.124
H 1.181 1.125 0.108 -0.28 0.73 -0.16 0.103
```
Positions in Å, forces in eV/Å.

---

# 4
Formula: C26H32BIrN7O6
Source: the Open Molecules 2025 dataset
Level of theory: wB97M-V/def2-TZVPD

Summary:
**Relative energy (zero: lowest compared OMol25 entry of this formula, charge and spin)**: 400.9 kJ/mol
**Charge**: -1
**Kohn-Sham gap (spin up / spin down)**: 3.9536 / 5.9075 eV
**Highest occupied orbital energy (spin up / spin down)**: -1.805 / -4.821 eV
**Expectation value of S²**: 6.0675
**Spin multiplicity**: 5

```
73
Properties=species:S:1:pos:R:3:forces:R:3:mulliken_spin:R:1
Ir -2.787 -16.305 11.437 2.12 -0.87 0.70 2.330
C -5.690 -19.347 12.741 -2.34 2.72 1.30 -0.016
C -4.413 -18.745 12.304 2.18 -0.99 2.06 0.149
O -4.414 -17.600 11.806 -1.11 0.20 -1.37 0.174
C -3.216 -19.431 12.807 -1.17 1.89 -2.29 0.157
C -1.929 -19.207 12.277 -0.03 3.16 0.40 0.145
C -0.776 -20.066 12.637 0.59 1.53 -0.71 -0.024
N -1.521 -17.896 11.745 -1.42 -1.67 -0.98 0.176
N -0.367 -18.113 11.101 -0.65 -0.43 0.71 0.073
C 0.510 -17.247 10.725 -1.17 3.61 0.32 0.195
O 0.461 -15.827 11.035 -0.42 -1.33 0.01 -0.016
C 1.548 -17.527 9.877 0.63 -3.00 -1.24 0.000
C 1.602 -18.883 9.292 -1.91 1.96 2.05 0.120
C 2.531 -19.302 8.477 3.47 -1.20 -3.85 -0.076
C 3.486 -18.355 7.944 -0.35 0.09 1.78 0.258
C 3.354 -17.048 8.413 2.54 1.64 1.02 -0.140
C 2.497 -16.623 9.482 0.85 -0.37 -2.91 0.216
H -6.410 -19.760 12.067 0.22 -0.67 -1.20 0.012
H -6.397 -18.462 13.135 1.72 -1.76 -0.19 0.014
H -5.458 -20.057 13.506 -0.36 -0.39 0.57 0.005
H -3.475 -20.086 13.610 0.58 -0.99 -0.04 0.010
H -1.287 -20.603 13.417 1.15 -1.28 0.50 -0.002
H 0.038 -19.330 12.904 -0.69 -0.91 0.65 0.011
H -0.246 -20.547 11.785 -0.97 -0.52 0.63 0.018
H 0.736 -19.436 9.504 -0.73 -1.08 0.52 0.012
H 2.679 -20.326 7.973 -0.97 1.31 1.31 -0.001
H 4.408 -18.754 7.514 -0.44 0.54 -0.44 0.014
H 4.197 -16.287 8.191 -1.47 -1.25 -0.12 -0.007
H 2.395 -15.576 9.703 0.55 0.14 0.37 0.037
O -3.265 -15.558 13.679 1.51 1.29 -0.16 -0.042
N -4.131 -16.060 14.387 -2.48 -0.91 -0.55 0.016
C -5.406 -15.541 14.299 1.21 1.63 0.54 0.068
C -5.641 -14.050 14.105 0.11 -1.05 -0.21 -0.004
N -5.770 -12.892 13.990 0.18 -2.15 0.50 0.015
C -6.369 -16.334 14.979 -3.11 0.58 2.99 -0.015
N -7.258 -16.677 15.690 2.62 0.35 -2.52 0.025
N -3.828 -14.577 11.182 0.70 -1.97 -0.57 0.002
C -4.323 -13.562 11.295 -2.00 2.84 0.06 0.059
N -4.729 -12.308 11.448 3.39 -0.46 0.67 0.001
C -3.653 -11.479 12.160 -2.23 -0.92 -0.24 0.001
C -3.628 -10.199 11.442 0.33 0.64 -2.21 0.000
O -4.917 -9.611 11.451 -1.36 -0.07 -0.86 0.000
C -5.881 -10.357 10.641 2.18 -0.48 0.36 0.000
C -5.987 -11.721 11.261 -3.15 -0.25 0.95 0.002
H -2.861 -12.168 12.194 1.66 -0.04 -0.19 0.009
H -3.880 -11.241 13.174 -0.90 -0.34 0.95 0.001
H -3.305 -10.396 10.377 -0.23 0.57 0.90 0.000
H -3.027 -9.436 11.906 0.68 0.03 0.15 0.000
H -5.468 -10.522 9.658 0.44 0.33 -0.69 0.000
H -6.794 -9.811 10.503 -0.44 0.28 0.58 0.000
H -6.671 -12.404 10.740 0.34 0.19 -0.30 -0.002
H -6.456 -11.615 12.248 0.07 0.10 -0.04 0.000
C 0.924 -13.852 7.501 1.17 -2.11 -0.19 0.009
C -0.286 -13.610 8.345 -0.76 -1.35 -0.61 0.000
C -1.517 -13.217 7.494 1.38 -0.60 0.83 -0.003
O -0.503 -14.913 8.973 -0.39 0.43 -0.47 -0.036
B 0.238 -14.853 10.102 -0.21 -0.11 2.55 0.043
O 0.627 -13.567 10.502 0.04 0.13 -1.48 -0.004
C 0.043 -12.674 9.499 0.52 0.60 0.81 0.010
C -1.183 -12.086 10.218 1.36 0.60 0.38 -0.071
C 1.086 -11.578 9.097 -2.25 0.04 0.60 0.000
H 0.717 -14.655 6.773 -0.11 0.26 0.27 0.000
H 1.823 -14.249 8.077 -1.20 0.73 -0.48 -0.003
H 1.209 -13.008 6.952 0.53 1.37 -0.81 0.000
H -1.769 -13.962 6.748 -0.05 -0.38 0.21 0.001
H -1.177 -12.372 6.950 -0.10 1.20 -0.55 0.000
H -2.336 -12.977 8.145 -0.54 0.02 0.00 0.001
H -1.758 -12.885 10.632 -0.72 -0.71 -0.36 0.074
H -1.754 -11.385 9.617 -0.10 -0.11 -0.09 -0.001
H -0.849 -11.578 11.148 0.15 0.06 -0.68 0.000
H 2.048 -11.953 8.868 0.89 -0.50 -0.06 0.000
H 1.088 -10.938 9.955 0.60 0.51 0.57 0.000
H 0.739 -10.936 8.278 -0.13 -0.35 -0.08 0.000
```
Positions in Å, forces in eV/Å.

---

# 5
Formula: C3H4CsMgO3
Source: the Open Molecules 2025 dataset
Level of theory: wB97M-V/def2-TZVPD

Summary:
**Relative energy (zero: lowest compared OMol25 entry of this formula, charge and spin)**: 208.2 kJ/mol
**Charge**: +2
**Kohn-Sham gap (spin up / spin down)**: 10.2273 / 8.9732 eV
**Highest occupied orbital energy (spin up / spin down)**: -18.340 / -18.424 eV
**Expectation value of S²**: 0.7545
**Spin multiplicity**: 2

```
12
Properties=species:S:1:pos:R:3:forces:R:3:mulliken_spin:R:1
C -4.766 0.558 1.585 0.01 3.27 2.01 0.000
C -3.810 -0.235 2.164 -0.82 0.35 -2.36 0.001
H -4.691 1.017 0.595 0.08 -0.56 -0.11 0.000
H -4.113 -0.651 1.049 1.55 -1.58 1.55 0.000
H -4.049 -0.607 3.167 -0.01 -0.29 -0.53 0.000
O -0.620 0.671 0.182 -0.43 -0.22 -0.07 0.075
C 0.228 1.351 0.839 -0.27 -0.40 -0.12 -0.029
O -0.023 1.756 1.992 -0.68 0.13 1.04 0.064
O 1.382 1.589 0.314 0.09 0.05 -0.23 0.895
Cs 0.270 -0.598 -3.354 0.11 0.01 -0.07 0.000
Mg -1.838 0.775 1.977 1.12 -0.04 -0.82 -0.005
H -5.509 1.078 2.200 -0.75 -0.73 -0.28 0.000
```
Positions in Å, forces in eV/Å.

---

The calculation returns the following maximum force values, one per record and in order: 5.6, 0.8, 2.4, 5.3, 3.8 eV/Å.
The calculation returns the following E_tot values, one per record and in order: -7481.04626, -66587.06260, -19636.67489, -53705.39830, -15293.53296 eV.